Arrangement 1

C6H43N2O13 | ωB97M-V with the def2-TZVPD basis set

Total charge: +1
Frontier orbital gap: 0.3196 Ha

Cartesian coordinates (Å):
N 2.67783 2.07367 0.30534
C 1.86875 0.82236 0.37500
C 1.04076 0.84555 1.65317
N -0.09445 -0.08335 1.51134
C -1.22912 0.52068 0.83842
C -0.93542 0.07476 3.90970
C -0.51894 -0.85716 2.69799
C 0.66246 -1.70603 3.19063
H 3.58176 1.87388 -0.12610
H 2.01629 2.80360 -0.10972
H 3.01614 2.35466 1.23235
H 2.47623 -0.08640 0.31424
H 1.32429 0.68149 -0.56783
H 1.67102 0.43161 2.44443
H 0.75771 1.83501 2.01672
H -1.92472 1.14280 1.45947
H -0.89193 1.23737 0.08633
H -1.75654 -0.28818 0.31934
H -0.23867 0.89191 3.92737
H -1.96246 0.37439 3.71599
H -0.95714 -0.52498 4.80545
H -1.41209 -1.43912 2.39523
H 1.50436 -1.05118 3.35527
H 0.95465 -2.49613 2.48391
H 0.51914 -2.16780 4.19042
H 5.28607 -0.16883 -0.05945
H 4.90335 -0.31181 1.45984
O 4.91620 0.27935 0.70636
H -3.58097 -3.13606 0.15821
H -5.01950 -3.06496 0.69159
O -4.44804 -2.74676 -0.01363
H -3.14503 3.14403 -1.56859
H -3.45635 3.41894 0.07165
O -2.96800 3.59029 -0.73339
H 2.33581 -1.39036 -4.39579
H 2.18556 -1.37435 -2.88348
O 1.65759 -1.52010 -3.72415
H 3.72327 -2.17717 -1.58907
H 2.30801 -1.93053 -1.01245
O 3.07951 -1.47212 -1.44982
H 0.20381 -0.81716 -3.19296
H -0.97821 -0.27731 -3.88004
O -0.66675 -0.39760 -2.96795
H -0.69638 5.11954 1.32990
H -1.81852 4.50632 0.31813
O -1.16245 4.34272 1.02253
H 0.16891 3.06915 -1.52529
H -0.01736 3.70075 -0.05527
O 0.62176 3.33111 -0.70718
H -0.61914 -2.22556 -1.49091
H 0.01730 -3.25075 -2.44151
O -0.11936 -3.05515 -1.50692
H -2.04999 -5.31980 -0.61359
H -1.48554 -3.90408 -0.78503
O -2.21591 -4.40541 -0.37151
H -1.32336 2.62472 -3.53100
H -0.73599 1.36160 -2.81955
O -0.93371 2.31016 -2.71776
H 1.63889 -3.74241 0.24442
H 0.83989 -2.47651 0.29751
O 1.73731 -2.79812 0.40209
H -4.17455 1.22388 -2.26761
H -2.78203 1.01012 -2.21495
O -3.37601 1.66682 -2.60783

Arrangement 2

C6H43N2O13 | ωB97M-V with the def2-TZVPD basis set

Total charge: +1
Frontier orbital gap: 0.3250 Ha

Cartesian coordinates (Å):
N 0.26432 1.10987 1.13638
C 1.64511 0.57079 0.78032
C 2.32901 0.22256 2.14885
C 1.44576 -0.57045 -0.23190
N 0.35732 -0.46007 -1.17426
C 0.75951 -0.46973 -2.60805
C -0.39557 -0.03460 -3.59778
C -0.64339 -1.44412 -0.84308
H -0.36602 0.85435 0.37556
H 0.27742 2.15043 1.09714
H -0.18759 0.74230 2.00342
H 2.17624 1.31933 0.20355
H 2.46686 -0.84218 2.33835
H 3.36600 0.53397 2.24217
H 1.74365 0.75227 2.92942
H 1.44048 -1.48259 0.38596
H 2.42639 -0.78957 -0.74216
H 0.74783 -1.53463 -2.90683
H 1.65751 0.07931 -2.89335
H -0.46097 1.10459 -3.63087
H -0.23743 -0.21142 -4.70231
H -1.35026 -0.40993 -3.27864
H -0.38864 -2.21662 -0.13834
H -1.29577 -1.46542 -1.73738
H -1.38149 -1.00506 -0.09886
H 2.61667 2.89086 -1.78250
H 1.48045 2.57559 -2.71569
O 1.81838 2.36553 -1.84554
H -1.36290 1.71296 -1.65921
H -0.40373 2.97861 -1.23318
O -1.16838 2.43519 -1.04301
H -0.21763 -3.77554 1.41949
H 1.33339 -4.15255 1.74207
O 0.68316 -3.93194 1.07446
H 5.02702 -1.25931 -2.23453
H 4.08277 -1.90323 -1.18871
O 4.52006 -1.09986 -1.44139
H -4.16492 -0.48878 3.45426
H -4.33161 -0.76601 1.92782
O -3.78183 -0.94053 2.70614
H -4.90189 -0.32432 -0.17607
H -4.88483 1.05670 0.05499
O -5.35723 0.29399 0.41482
H 3.07709 -4.04210 -2.12229
H 2.10534 -3.73062 -0.95728
O 2.63858 -3.33357 -1.64669
H -3.84413 3.48234 0.81747
H -2.53601 2.59585 0.28381
O -3.36271 2.62196 0.76794
H -3.72965 -1.58383 -2.19806
H -4.22019 -0.20428 -2.55043
O -3.92654 -0.72348 -1.79764
H -1.76898 -3.11670 3.40757
H -2.83396 -2.61566 2.38738
O -1.88670 -2.80312 2.51410
H 1.96152 4.59516 1.09844
H 2.61079 3.14803 0.97789
O 1.78524 3.64774 1.14866
H -2.50904 1.86047 2.36673
H -2.10243 0.53031 2.97314
O -1.69927 1.28954 2.49504
H 5.26212 1.48562 -0.44998
H 4.75851 0.26380 0.32415
O 5.16233 1.13045 0.43463

Arrangement 3

C6H43N2O13 | ωB97M-V with the def2-TZVPD basis set

Total charge: +1
Frontier orbital gap: 0.3316 Ha

Cartesian coordinates (Å):
C 1.33432 -0.64152 0.58300
N 1.24938 0.74805 0.28050
C 2.16214 1.08055 -0.88568
C 1.84727 2.54558 -1.11450
C 0.50941 -1.13849 1.75551
N -0.62739 -2.03010 1.05173
C -1.70355 -2.69330 1.86215
C 1.22334 -2.04069 2.72107
H 1.34999 -1.37394 -0.26542
H 2.35839 -0.79475 1.10085
H 1.55157 1.39851 1.01297
H 3.21095 0.84055 -0.69139
H 1.98335 0.46076 -1.77629
H 1.83269 3.22833 -0.26149
H 0.81103 2.62239 -1.58172
H 2.57534 2.97562 -1.75687
H 0.23213 -0.26685 2.42077
H -1.05797 -1.34866 0.42462
H -0.20848 -2.76041 0.48050
H -2.58444 -2.94135 1.28836
H -1.91486 -2.06944 2.73390
H -1.53031 -3.59556 2.48489
H 0.50056 -2.46076 3.43654
H 1.90301 -1.46546 3.37241
H 1.73049 -2.83591 2.21459
H 1.62314 3.35209 2.12758
H 2.70855 3.29411 3.07739
O 2.48389 2.89548 2.22645
H -1.86487 1.51633 0.02004
H -3.31910 1.50214 0.51800
O -2.53296 0.94410 0.48637
H 3.14197 -4.41333 -0.16375
H 2.75817 -3.67941 -1.44849
O 3.21812 -3.56167 -0.60979
H 0.09614 1.81657 -3.87259
H -0.79269 1.14052 -5.03198
O 0.07791 1.44721 -4.76442
H -1.00750 -4.40093 -0.92369
H -2.35831 -4.17994 -1.05330
O -1.77330 -4.28469 -0.28386
H -0.65418 3.29611 -0.05098
H -0.45662 3.03929 -1.47313
O -1.08479 2.75100 -0.75066
H -2.33469 1.01190 2.30409
H -1.86079 1.78046 3.61938
O -1.75690 0.97696 3.08656
H 0.53275 -3.67644 -2.68361
H 1.01149 -3.42600 -1.22705
O 0.58331 -4.07952 -1.80250
H -2.62177 -1.42711 -2.07994
H -2.40001 -0.68823 -0.84439
O -2.01235 -1.45242 -1.31443
H -0.31044 1.70038 3.37011
H 1.03549 2.20346 4.03643
O 0.25027 2.48682 3.56445
H 0.32901 5.42210 0.08523
H -0.96038 4.73880 0.58777
O -0.01136 4.80928 0.74781
H -3.39836 1.26521 -3.73619
H -2.28815 1.62426 -4.60328
O -2.42918 1.21460 -3.74045
H -0.44729 -0.51412 -3.33653
H -0.08241 -0.75565 -2.04696
O 0.16986 -1.13285 -2.90665

On energetic grounds, arrangement 1 is preferred over the next structure by 125.0 kJ/mol.

Arrangement 1

C4H9NO3 | ωB97M-V with the def2-TZVPD basis set

Total charge: 0
SMILES: O=C(O)NCCCO
Frontier orbital gap: 0.3765 Ha

Cartesian coordinates (Å):
C -0.61671 0.11946 -1.11964
C 0.10547 1.32286 -0.40069
C -0.31576 1.36554 1.11164
O 0.72651 1.87718 1.87724
N 0.22447 -1.03374 -1.17507
C 0.36734 -2.16353 -0.37756
O -0.68719 -2.43877 0.46499
O 1.29725 -2.96719 -0.58871
H -0.75488 0.48129 -2.13604
H -1.60012 0.05809 -0.64643
H 1.27494 1.15491 -0.40938
H -0.23977 2.20735 -0.92959
H -1.13955 2.13907 1.42304
H -0.69901 0.45444 1.52975
H 1.58038 1.42469 1.93149
H 0.95935 -0.94880 -1.76925
H -0.48271 -3.05286 1.21421

Arrangement 2

C4H9NO3 | ωB97M-V with the def2-TZVPD basis set

Total charge: 0
SMILES: CC[C@H](O)C[N+](=O)[O-]
Frontier orbital gap: 0.3889 Ha

Cartesian coordinates (Å):
C 2.07720 -0.91178 0.88266
C 0.97247 -0.60904 -0.12808
C -0.94334 0.95367 -1.09356
C 0.07200 0.47348 0.36379
N -2.31349 0.53674 -0.85369
O -2.56372 -0.56485 -0.38166
O -3.16314 1.38715 -0.92431
O -0.71064 0.26095 1.49322
H 2.57046 -0.06305 1.04912
H 1.77772 -1.21774 1.91112
H 2.68085 -1.63148 0.54014
H 0.25514 -1.35123 -0.33707
H 1.48404 -0.51640 -1.15167
H -0.60780 0.43080 -1.96897
H -1.01624 2.01471 -1.28814
H 0.71924 1.22645 0.68497
H -1.29075 -0.41838 1.20212

Arrangement 3

C4H9NO3 | ωB97M-V with the def2-TZVPD basis set

Total charge: 0
SMILES: C[C@@H](O)[C@H](N)C(=O)O
Frontier orbital gap: 0.3999 Ha

Cartesian coordinates (Å):
C -0.57577 0.72582 -0.15954
C 0.44693 1.48697 0.70653
C -0.62361 -0.84456 0.18214
C 0.73231 -1.56005 0.26990
H -0.81439 1.28810 -2.14691
H -0.51140 -0.22499 -1.94808
H -1.44105 1.39645 0.09962
H -1.22227 -1.29226 -0.62134
H -0.98914 -0.23527 1.95571
H 1.50262 -0.91862 0.59207
H 0.70793 -2.49786 0.83653
H 1.22661 -2.00477 -0.61801
H 1.28828 1.43608 -0.91639
N -0.26062 0.70547 -1.59725
O 0.19793 1.72501 1.87076
O -1.12120 -1.13124 1.50886
O 1.45686 1.94570 -0.01460

On energetic grounds, arrangement 1 is preferred over the next structure by 8.3 kJ/mol.